(1)
# C7H7ClOS2

The molecule C7H7ClOS2 in a non-equilibrium geometry (ωB97M-V/def2-TZVPD, the Open Molecules 2025 dataset).

Geometry (Å):
C1 1.20 -0.40 0.12
C2 -0.53 1.10 -0.39
C3 2.13 0.48 -0.35
C4 0.41 2.07 -0.85
C5 -0.18 -0.17 0.10
C6 1.77 1.71 -0.84
C7 -1.28 -1.02 0.35
O1 2.05 4.50 -1.13
S1 3.09 2.60 -3.34
S2 2.87 2.94 -1.46
Cl1 4.51 2.85 -0.28
H1 1.79 -1.37 0.48
H2 -1.56 1.43 -0.39
H3 3.11 0.02 -0.38
H4 0.10 2.97 -1.29
H5 -1.01 -2.08 0.75
H6 -2.20 -0.69 0.91
H7 -1.60 -1.19 -0.74

Properties
2S+1: 1
energy above the lowest of the compared OMol25 structures with the same formula, charge and spin: 82.4 kcal per mole
HOMO energy: -9.27 eV
HOMO-LUMO gap: 8.3 eV
DFT total energy: -43608.993 eV

These are the Löwdin partial charges, in e, on atoms 1 to 8:
1. C -0.04
2. C -0.02
3. C -0.13
4. C -0.03
5. C -0.32
6. C -0.47
7. C -0.08
8. O -0.52

---

(2)
# C24H42F18K3N3O21S6

A structure of composition C24H42F18K3N3O21S6 in a non-equilibrium geometry (ωB97M-V/def2-TZVPD, the Open Molecules 2025 dataset).

Geometry (Å):
K1 21.64 15.54 23.00
K2 17.41 17.34 17.42
K3 17.84 13.68 18.85
C1 7.95 15.96 24.27
F1 6.77 15.48 24.78
F2 7.68 16.63 23.18
F3 8.41 16.71 25.28
S1 9.14 14.51 23.85
O1 9.60 14.10 25.17
O2 8.46 13.49 23.05
N1 10.41 15.39 22.99
S2 11.47 14.30 22.89
O3 12.32 14.17 24.10
O4 11.01 13.06 22.30
C2 12.74 15.01 21.61
F4 12.17 15.26 20.42
F5 13.23 16.15 22.14
F6 13.77 14.22 21.56
C3 18.59 13.54 14.84
F7 19.04 13.33 13.60
F8 18.29 12.41 15.46
F9 19.63 14.12 15.50
S3 17.13 14.78 14.86
O5 17.86 16.03 14.77
O6 16.33 14.36 13.68
N2 16.44 14.60 16.50
S4 14.92 14.34 16.21
O7 14.18 15.51 15.65
O8 14.81 13.05 15.55
C4 14.13 14.09 18.01
F10 13.04 13.34 17.91
F11 14.93 13.48 18.84
F12 13.87 15.36 18.40
C5 20.74 15.46 17.86
F13 22.07 15.44 17.67
F14 20.09 15.96 16.78
F15 20.39 14.20 18.04
S5 20.35 16.59 19.37
O9 21.22 16.18 20.47
O10 20.50 18.00 18.96
N3 18.77 16.08 19.70
S6 18.45 17.00 20.96
O11 19.07 16.76 22.24
O12 18.40 18.35 20.57
C6 16.56 16.60 21.28
F16 16.30 15.32 21.43
F17 16.21 17.34 22.37
F18 15.84 16.93 20.23
C7 17.46 12.58 27.61
O13 16.01 12.73 27.39
C8 15.56 12.79 26.07
C9 16.11 13.98 25.26
O14 15.89 15.12 26.03
C10 16.26 16.38 25.47
C11 16.27 17.32 26.67
O15 14.92 17.25 27.28
C12 14.85 18.26 28.32
H1 17.59 12.01 28.52
H2 18.03 13.47 27.88
H3 18.02 12.05 26.84
H4 14.47 12.89 26.09
H5 15.70 11.82 25.60
H6 15.55 14.25 24.37
H7 17.15 13.77 25.01
H8 15.51 16.59 24.70
H9 17.24 16.29 25.01
H10 16.47 18.36 26.45
H11 17.08 17.08 27.37
H12 14.86 19.31 28.00
H13 15.64 17.98 29.02
H14 13.93 18.03 28.86
C13 18.83 26.79 18.56
O16 19.10 25.72 19.39
C14 18.04 24.82 19.55
C15 18.59 23.61 20.25
O17 19.81 23.08 19.66
C16 20.23 22.01 20.44
C17 21.38 21.22 19.77
O18 22.37 22.13 19.53
C18 23.74 21.70 19.58
H15 18.33 26.59 17.61
H16 19.82 27.26 18.50
H17 18.17 27.44 19.14
H18 17.76 24.38 18.59
H19 17.15 25.11 20.12
H20 17.84 22.83 20.16
H21 18.56 23.74 21.33
H22 19.50 21.28 20.80
H23 20.67 22.41 21.36
H24 21.12 20.86 18.78
H25 21.72 20.46 20.47
H26 23.96 20.99 18.79
H27 24.07 21.30 20.54
H28 24.27 22.64 19.41
C19 22.93 19.93 16.04
O19 23.77 18.84 15.59
C20 23.63 17.68 16.43
C21 24.54 16.64 15.74
O20 24.20 16.42 14.35
C22 23.09 15.55 14.05
C23 22.73 15.53 12.59
O21 22.59 16.83 12.04
C24 21.46 17.56 12.49
H29 23.56 20.44 16.77
H30 21.92 19.78 16.43
H31 22.81 20.65 15.22
H32 22.58 17.38 16.45
H33 24.03 17.89 17.42
H34 24.54 15.70 16.30
H35 25.56 17.02 15.72
H36 22.25 15.96 14.60
H37 23.15 14.52 14.40
H38 21.78 15.02 12.41
H39 23.46 15.03 11.94
H40 20.67 16.88 12.81
H41 21.06 18.12 11.64
H42 21.68 18.20 13.34

Properties
2S+1: 1
HOMO energy: -7.77 eV
HOMO-LUMO gap: 5.2 eV
DFT total energy: -235925.844 eV

These are the Löwdin partial charges, in e, on atoms 1 to 8:
1. K 0.97
2. K 0.82
3. K 0.86
4. C -0.65
5. F 0.09
6. F 0.16
7. F 0.13
8. S 0.71

---

(3)
# C5H9ClFN

The molecule C5H9ClFN in a non-equilibrium geometry (ωB97M-V/def2-TZVPD, the Open Molecules 2025 dataset).

Geometry (Å):
C1 1.85 0.68 -0.62
C2 0.41 0.23 -0.64
C3 -1.64 0.55 0.49
C4 -1.26 -0.96 0.55
C5 0.17 -1.04 0.05
H1 2.23 0.55 0.41
H2 1.89 1.73 -0.93
H3 0.02 0.25 -1.66
H4 0.16 1.42 1.00
H5 -2.43 0.70 -0.33
H6 -2.03 0.98 1.39
H7 -1.95 -1.54 -0.16
H8 -1.27 -1.39 1.55
H9 0.38 -1.95 -0.59
N1 -0.37 1.21 0.15
F1 1.04 -1.18 1.14
Cl1 2.82 -0.25 -1.80

Properties
2S+1: 1
energy above the lowest of the compared OMol25 structures with the same formula, charge and spin: 2.2 kcal per mole
HOMO energy: -9.44 eV
HOMO-LUMO gap: 10.4 eV
DFT total energy: -22060.839 eV

These are the Löwdin partial charges, in e, on atoms 1 to 8:
1. C -0.55
2. C -0.41
3. C -0.19
4. C -0.11
5. C -0.34
6. H 0.09
7. H 0.08
8. H 0.15